A 19-piece molecular cluster, C30H19Br2Cl72N2O3S overall in a non-equilibrium geometry. Source: OMol25; level of theory: ωB97M-V/def2-TZVPD.

Geometry as XYZ:
```
129
Properties=species:S:1:pos:R:3
C -4.44049 0.98767 2.59604
C -4.26575 0.78749 1.07647
O -4.42699 -0.59048 0.70981
C -3.96855 -0.85009 -0.59919
C -2.81543 -1.89544 -0.58476
N -1.52769 -1.18004 -0.63992
C -0.86873 -0.68326 0.47513
S -1.32285 -0.74597 2.17707
C 0.26349 -0.08220 0.03396
O 1.18922 0.50293 0.79317
N 0.26149 -0.19547 -1.33214
C 1.35285 0.40606 -2.12086
C 1.05543 1.93497 -2.23113
C 0.39455 2.32835 -3.58584
Br 2.60725 3.01818 -1.80327
C -0.81920 -0.88083 -1.71391
C -1.13436 -1.23320 -3.13390
C -0.57396 -2.65066 -3.36436
O -1.27283 -3.61666 -3.26966
Br 1.31120 -2.86043 -3.78550
H -3.49382 1.36223 2.99085
H -4.63828 0.00795 3.03046
H -5.22096 1.71278 2.82497
H -4.99159 1.37137 0.49489
H -3.25481 1.13035 0.80964
H -4.80748 -1.19347 -1.21213
H -3.60867 0.08550 -1.04995
H -2.82271 -2.41476 0.37131
H -2.94043 -2.56886 -1.43224
H -1.74978 -2.02655 2.27899
H 1.33955 -0.09386 1.54646
H 2.30997 0.24137 -1.62690
H 1.37454 -0.04109 -3.11256
H 0.30681 2.16589 -1.47116
H 1.01157 3.07059 -4.09034
H 0.23305 1.45144 -4.21635
H -0.58656 2.76789 -3.38957
H -0.68452 -0.50762 -3.81129
H -2.20374 -1.24749 -3.35152
C -7.49754 -1.01819 -3.66250
Cl -6.22391 0.12948 -3.20296
Cl -9.06136 -0.37598 -3.17175
Cl -7.47421 -1.25644 -5.41270
Cl -7.21117 -2.56637 -2.85224
C -8.88872 3.15052 -5.10089
Cl -8.67536 3.21326 -3.34471
Cl -9.17133 4.77964 -5.71931
Cl -7.42777 2.48075 -5.84338
Cl -10.27452 2.12329 -5.49309
C -5.95694 -2.92243 4.36017
Cl -5.18150 -1.71354 5.39874
Cl -7.70900 -2.83682 4.53489
Cl -5.52265 -2.59507 2.67443
Cl -5.39567 -4.53552 4.81649
C 2.24444 2.68513 3.47283
Cl 3.17129 3.71067 4.56381
Cl 0.51821 3.05171 3.63362
Cl 2.76323 2.97249 1.81027
Cl 2.52148 0.97938 3.88444
C 2.60830 -6.91542 -4.58124
Cl 3.97948 -5.84171 -4.25818
Cl 1.11835 -6.13144 -4.03398
Cl 2.50165 -7.23350 -6.31541
Cl 2.83737 -8.44345 -3.72646
C 6.47402 4.02217 0.11882
Cl 7.09887 2.52787 -0.58711
Cl 5.44351 4.84697 -1.06735
Cl 5.49593 3.63966 1.54413
Cl 7.82463 5.06427 0.57183
C 8.64620 8.60521 -1.94159
Cl 7.33833 7.41694 -2.00503
Cl 10.18583 7.77052 -1.69616
Cl 8.70040 9.50663 -3.46377
Cl 8.35661 9.72162 -0.60544
C 5.77144 2.62994 7.69060
Cl 4.69210 1.85954 6.51928
Cl 7.26549 1.69603 7.82610
Cl 6.14730 4.27026 7.14231
Cl 4.96975 2.70482 9.25989
C 2.09322 -5.75600 0.14381
Cl 2.86447 -7.25631 -0.35353
Cl 1.00545 -5.19067 -1.13688
Cl 1.15380 -6.03494 1.61367
Cl 3.33234 -4.52909 0.45033
C 4.95856 12.19208 -1.04226
Cl 6.10150 11.31673 -2.06461
Cl 5.06970 11.58124 0.61534
Cl 5.34769 13.91507 -1.06204
Cl 3.31405 11.95149 -1.64876
C -2.23900 -8.35080 1.27069
Cl -2.09066 -8.12200 3.01756
Cl -2.41199 -6.77141 0.48018
Cl -0.79390 -9.16324 0.65699
Cl -3.65508 -9.33536 0.91293
C 10.07528 0.83471 -2.74472
Cl 10.70276 -0.51375 -3.69782
Cl 9.25797 1.98368 -3.81217
Cl 8.92081 0.22365 -1.54686
Cl 11.40389 1.64726 -1.91494
C -9.82559 4.06816 0.32590
Cl -10.82976 3.09531 -0.75351
Cl -8.20285 3.35585 0.41202
Cl -9.71035 5.71497 -0.30093
Cl -10.54124 4.09642 1.93947
C 14.09823 3.40436 0.46209
Cl 15.49620 4.35314 0.97507
Cl 12.61080 4.23330 0.94239
Cl 14.12240 3.21980 -1.29745
Cl 14.15434 1.80879 1.21976
C -5.33525 -10.12465 -3.07146
Cl -6.35658 -10.82027 -1.80603
Cl -4.23510 -11.35747 -3.69491
Cl -6.35226 -9.51849 -4.38400
Cl -4.38284 -8.79676 -2.39679
C 2.33725 5.81448 10.23756
Cl 2.48524 4.75984 8.82567
Cl 3.62053 5.43339 11.39257
Cl 2.48247 7.50127 9.73102
Cl 0.76331 5.56012 11.00019
C -8.25913 0.62621 7.08339
Cl -7.44155 1.82942 8.08659
Cl -10.00577 0.75855 7.30727
Cl -7.86147 0.91159 5.38053
Cl -7.72492 -0.99316 7.55133
C -0.61709 -12.50162 -6.06594
Cl 0.22865 -13.83654 -6.85309
Cl -1.49290 -11.55879 -7.27761
Cl -1.76353 -13.14571 -4.88241
Cl 0.55459 -11.46133 -5.24378
```

Summary:
HOMO level: -12.04 eV
LUMO level: -3.03 eV
Kohn-Sham gap: 9.012 eV
net charge: +1

Here are the Löwdin charges for atoms 1 to 5, given in e:
1. C -0.064
2. C -0.260
3. O -0.220
4. C -0.195
5. C -0.027


C30H19Br4ClGeO4Pd as an isolated structure. Source: OMol25; level of theory: ωB97M-V/def2-TZVPD.

Geometry as XYZ:
```
60
Properties=species:S:1:pos:R:3
Pd -1.06400 -1.18270 1.88424
Br 2.56424 -6.91193 4.32869
C 1.18977 -5.76917 3.81625
C -0.17250 -6.34454 3.62096
Br -0.40805 -8.17021 3.90011
C -1.22305 -5.58525 3.25137
Br -2.95326 -6.21820 2.98908
C -1.03139 -4.15380 3.02796
O -1.90264 -3.38034 2.71478
C 0.38323 -3.56958 3.21676
O 0.52785 -2.38033 3.01781
C 1.45380 -4.45815 3.62954
Br 3.12910 -3.66660 3.84480
Cl -1.66263 0.46683 -6.51086
C -1.59743 0.07689 -4.82963
C -0.85751 -1.02346 -4.41708
C -0.79742 -1.32632 -3.07021
C -1.45432 -0.51758 -2.14682
C -2.19788 0.58019 -2.57413
C -2.28205 0.87403 -3.92179
C -1.28492 -0.79423 -0.71160
O -1.59112 0.19452 0.11581
O -0.87623 -1.85386 -0.27820
H -0.33586 -1.62438 -5.14813
H -0.22282 -2.17322 -2.72075
H -2.69902 1.20570 -1.84735
H -2.85999 1.71659 -4.27475
C -0.38183 0.83072 3.17827
Ge -0.28459 1.14952 1.20881
C -1.12612 2.85314 0.88580
C -2.50488 3.02126 0.79757
C -3.04317 4.28695 0.61491
C -2.20943 5.39226 0.52076
C -0.83348 5.23610 0.60804
C -0.29461 3.97054 0.79074
C 1.40761 0.75978 0.39636
C 2.30917 0.04082 1.14383
C 3.53505 -0.38856 0.59623
C 3.82744 -0.10994 -0.70492
C 2.92473 0.61674 -1.52032
C 3.22729 0.88626 -2.87723
C 2.35662 1.58302 -3.66229
C 1.14358 2.05297 -3.11855
C 0.82611 1.80865 -1.81234
C 1.69865 1.07346 -0.97222
H -0.57644 1.82884 3.57211
H 0.55373 0.45916 3.58908
H -1.20988 0.23734 3.61134
H -3.16440 2.16318 0.85722
H -4.11613 4.40805 0.54481
H -2.63512 6.37648 0.37677
H -0.18139 6.09564 0.52868
H 0.78404 3.85974 0.83870
H 2.08933 -0.22755 2.17090
H 4.22909 -0.94519 1.21166
H 4.76178 -0.44318 -1.14045
H 4.16757 0.52876 -3.27866
H 2.59533 1.78466 -4.69802
H 0.45862 2.61258 -3.74217
H -0.10820 2.18689 -1.42225
```

Summary:
HOMO level (spin up / spin down): -10.83 / -10.83 eV
LUMO level (spin up / spin down): -5.43 / -5.42 eV
Kohn-Sham gap (spin up / spin down): 5.401 / 5.403 eV
multiplicity: 2
net charge: +1

Here are the Löwdin charges for atoms 1 to 5, given in e:
1. Pd 0.790
2. Br 0.845
3. C -0.705
4. C -0.714
5. Br 0.836


C30H19IMnN5O6 as an isolated structure. Source: OMol25; level of theory: ωB97M-V/def2-TZVPD.

Geometry as XYZ:
```
62
Properties=species:S:1:pos:R:3
Mn 0.55702 1.62952 -0.69455
O -0.72273 5.11560 -1.97828
C -0.54970 3.95821 -1.68584
O 0.58895 3.38799 -1.41812
C -1.73637 3.01795 -1.56092
C -3.02669 3.50119 -1.81727
C -4.08289 2.65252 -1.66568
C -3.85319 1.31852 -1.26682
C -4.90563 0.38720 -1.10476
C -4.64359 -0.90003 -0.73640
C -3.31306 -1.31183 -0.51615
C -2.27837 -0.43146 -0.65885
C -2.52076 0.90353 -1.03398
N -1.47213 1.77722 -1.17916
H -3.12888 4.53161 -2.12448
H -5.09766 2.98393 -1.84869
H -5.92116 0.71625 -1.28475
H -5.45143 -1.60900 -0.61823
H -3.10907 -2.33843 -0.23972
H -1.26340 -0.75800 -0.50506
C -0.67299 3.91679 2.16293
C 0.11661 2.68507 2.40830
N 0.45436 1.78604 1.50923
C 1.19186 0.82836 2.16646
C 1.30468 1.16009 3.49535
N 0.61535 2.32512 3.61527
C 1.92253 0.58933 4.73577
O 2.62199 -0.52314 4.62956
O 1.75349 1.17559 5.76815
C 1.66287 -0.36955 1.50578
O 2.37354 -1.21857 1.94206
O 1.12586 -0.47935 0.19071
H -0.85890 4.02719 1.09771
H -0.13559 4.79724 2.51508
H -1.62976 3.86900 2.68422
H 0.51456 2.80166 4.50328
H 2.66119 -0.87030 3.71735
N -1.69955 -9.02942 -2.19076
C -1.32554 -7.98694 -1.88768
C -0.86407 -6.68009 -1.51063
C -1.12699 -6.19734 -0.23029
C -0.69445 -4.93498 0.12798
C 0.00751 -4.15054 -0.78834
C 0.27725 -4.64242 -2.06569
C -0.15977 -5.90212 -2.42766
C 0.43780 -2.83367 -0.41715
C 0.76155 -1.72062 -0.12487
H -1.66721 -6.81360 0.47464
H -0.89260 -4.55316 1.12035
H 0.82850 -4.03458 -2.76968
H 0.04279 -6.29037 -3.41590
I 6.00044 -0.65780 -1.88770
C 4.83161 0.91171 -1.19105
C 5.39509 2.10681 -0.76715
C 4.55570 3.11567 -0.32424
C 3.19071 2.90406 -0.31578
N 2.64516 1.74207 -0.70182
C 3.45584 0.77010 -1.13970
H 6.46701 2.24901 -0.78997
H 4.95337 4.06686 -0.00096
H 2.49818 3.68098 -0.02444
H 2.99073 -0.15268 -1.46102
```

Summary:
HOMO level (spin up / spin down): -11.74 / -11.44 eV
LUMO level (spin up / spin down): -3.94 / -3.96 eV
Kohn-Sham gap (spin up / spin down): 7.808 / 7.483 eV
multiplicity: 4
net charge: +1

Here are the Löwdin charges for atoms 1 to 5, given in e:
1. Mn 0.844
2. O 0.114
3. C -0.574
4. O -0.129
5. C -0.165